[1]
C14H21BN2O9S2 as an isolated structure in a non-equilibrium geometry, computed with ωB97M-V/def2-TZVPD.

```
! RIJCOSX wB97M-V def2-TZVPD def2/J DEFGRID3
* xyz 0 1
O 2.1251 -4.4967 1.3512
B 1.6501 -3.2274 1.0645
O 2.1787 -2.2056 1.8359
O 0.6803 -3.0196 0.0303
C -0.5979 -3.3031 0.5435
C -0.8606 -4.6452 1.0483
C -2.0322 -5.0672 1.5860
C -3.1324 -4.1577 1.7004
N -4.3330 -4.4048 2.2351
S -5.0755 -2.9474 2.0827
N -3.9635 -2.0307 1.3536
C -2.8783 -2.8216 1.1986
C -1.6428 -2.3828 0.6076
S -1.4432 -0.7414 -0.0276
H 1.8916 -5.0386 0.5833
H 2.1104 -2.4695 2.7642
H -0.0615 -5.3866 0.9944
H -2.1148 -6.1021 1.9272
H -2.4893 0.0432 0.3252
C 1.0566 2.2709 -6.9386
C -0.2207 1.9414 -6.1940
O -0.0460 0.8172 -5.3219
C 0.6098 1.0686 -4.1865
O 1.0458 2.1357 -3.8405
O 0.7158 -0.0762 -3.5095
C 1.4826 0.0269 -2.3087
H 1.4310 1.3900 -7.4631
H 0.8841 3.0686 -7.6620
H 1.8405 2.5936 -6.2537
H -0.9948 1.6562 -6.9057
H -0.5943 2.8008 -5.6357
H 1.1084 0.8237 -1.6677
H 2.5330 0.1921 -2.5505
H 1.3918 -0.9174 -1.7761
C -0.3402 4.2288 5.0467
C -0.8564 4.1374 3.6255
O 0.2049 3.8858 2.6956
C 0.6555 2.6293 2.6654
O 0.2468 1.7132 3.3312
O 1.6532 2.5704 1.7822
C 2.2949 1.2945 1.7151
H 0.4593 4.9687 5.1157
H -1.1433 4.5088 5.7293
H 0.0743 3.2769 5.3779
H -1.2954 5.0912 3.3347
H -1.6347 3.3791 3.5280
H 1.5832 0.4892 1.5410
H 2.8482 1.1245 2.6386
H 2.9949 1.3150 0.8829
*
```

For the LUMO energy, the calculation gives -0.0306 Eh. The max |F| is 0.04088 Eh/bohr.

[2]
C24H75N6O9 as an isolated structure in a non-equilibrium geometry, computed with ωB97M-V/def2-TZVPD.

```
! RIJCOSX wB97M-V def2-TZVPD def2/J DEFGRID3
* xyz 1 1
N 0.7206 0.3484 -0.8640
H 1.5912 1.0163 -0.9539
H 0.5833 0.0631 -1.6757
H 0.0056 0.9946 -0.7530
H 0.8262 -0.2445 0.0146
C -1.5014 -2.9786 1.4148
C -2.3357 -1.6661 1.2776
C -3.3543 -1.4623 2.2254
O -4.0053 -2.6375 2.4765
C -5.0848 -2.5604 3.3843
N -1.4751 -0.4873 1.2658
H -2.2220 -3.8920 1.3079
H -0.8708 -3.0951 2.4264
H -0.7816 -3.2102 0.6171
H -2.7746 -1.8135 0.4248
H -4.2795 -0.8344 1.8675
H -3.2378 -0.8627 3.0978
H -4.8082 -2.0936 4.2499
H -5.4832 -3.5598 3.5243
H -5.7913 -1.7092 2.8566
H -1.9731 0.1518 1.0935
H -1.4406 -0.2756 2.3491
C -1.6109 3.8123 -3.5422
C -1.4544 4.1063 -2.1426
C -1.0884 5.5769 -1.8218
O 0.2136 5.9525 -2.2859
C 0.5732 7.2600 -1.9627
N -2.6275 3.6488 -1.4688
H -2.6213 4.1421 -4.0394
H -1.4756 2.7045 -3.5172
H -0.7320 4.2370 -4.2845
H -0.6682 3.6701 -1.7746
H -1.2277 5.7334 -0.8666
H -1.8801 6.4012 -2.0827
H 0.0224 7.9232 -2.5203
H 1.7625 7.2120 -2.2582
H 0.5649 7.4342 -0.6460
H -3.3478 4.4588 -1.6376
H -2.5368 3.7655 -0.4913
C 2.3786 -3.2531 2.2746
C 2.6503 -4.3886 1.3778
C 1.5044 -5.3078 1.1462
O 1.0707 -5.8635 2.4338
C -0.0457 -6.6837 2.5471
N 3.3852 -3.9143 0.2088
H 1.8812 -2.5502 1.6045
H 3.4084 -2.8563 2.5163
H 1.9304 -3.5128 3.1788
H 3.5952 -4.9468 1.7817
H 1.5469 -6.1434 0.3782
H 0.6805 -4.7802 0.9335
H 0.0945 -7.6873 1.9490
H -0.8988 -6.3511 1.9963
H -0.1092 -6.9279 3.4570
H 3.7120 -4.5570 -0.4056
H 4.3390 -3.4441 0.2964
C 1.2392 0.3613 3.4980
C 0.3002 0.4308 4.6126
C -0.0558 1.9061 4.9522
O 1.2693 2.4899 5.3556
C 1.0293 3.7208 6.0163
N -0.9075 -0.3256 4.2609
H 2.3307 0.5094 3.8587
H 0.8109 1.0064 2.5310
H 1.4274 -0.6934 3.2511
H 0.5224 -0.0106 5.5062
H -0.6884 1.9358 5.8238
H -0.5368 2.4340 4.1129
H 0.6773 4.2824 5.2277
H 1.8577 4.2279 6.0624
H 0.5373 3.6893 6.8362
H -1.4267 -0.2812 5.1723
H -0.4943 -1.3263 4.2114
C 0.3284 1.4723 -5.8825
C 0.4026 0.6283 -4.5202
C 0.5044 -0.8808 -4.7236
O -0.6597 -1.3334 -5.4114
C -0.7140 -2.8068 -5.4823
N 1.5643 1.1669 -3.7810
H 1.0928 1.2295 -6.3952
H 0.2318 2.4113 -5.7715
H -0.4738 1.1498 -6.5629
H -0.5013 0.6269 -3.8277
H 0.4074 -1.3776 -3.7913
H 1.4406 -1.0227 -5.2457
H 0.2311 -3.1996 -5.9438
H -1.4169 -3.0858 -6.2876
H -0.9593 -3.2886 -4.6027
H 2.1809 0.7106 -4.3752
H 1.6575 2.1495 -3.8819
C 3.9073 -0.1850 0.7195
O 3.7386 1.0403 0.2395
H 3.1175 -0.5893 1.1460
H 4.3544 -0.0097 1.7854
H 4.4821 -0.9662 0.2749
H 4.6171 1.4126 0.5859
C -3.8407 0.2846 -1.6804
O -2.4386 1.0460 -1.5627
H -3.7615 -0.7303 -2.0666
H -4.8035 0.7600 -2.1812
H -4.4191 0.6441 -0.5242
H -2.4354 2.0075 -1.7665
C 2.2744 3.7743 -0.2329
O 1.0803 3.1411 -0.1131
H 2.1190 4.6206 -0.9071
H 3.0196 3.2356 -1.0350
H 2.8864 4.1080 0.7457
H 0.7265 3.6405 0.6956
C 1.0097 -3.5425 -2.0401
O 1.3062 -2.6111 -1.0508
H 1.3080 -4.5297 -1.9160
H 1.3092 -3.0620 -2.9418
H -0.0633 -3.6174 -2.3862
H 1.9998 -2.8414 -0.5501
*
```

For the LUMO energy, the calculation gives -0.0729 Eh. The max |F| is 0.30388 Eh/bohr.

[3]
C27H21N4O4RuS as an isolated structure, computed with ωB97M-V/def2-TZVPD.

```
! RIJCOSX wB97M-V def2-TZVPD def2/J DEFGRID3
* xyz 1 1
Ru 0.6978 -0.4098 -0.5400
C 0.0948 3.9411 -0.8348
C 0.4442 2.6191 -1.1588
N 0.4060 1.6473 -0.2723
C 0.0321 1.9236 1.0136
C -0.3582 3.2108 1.4093
C -0.3118 4.2346 0.4343
C -0.7826 3.4083 2.7447
C -0.8156 2.3576 3.6200
C -0.3967 1.0716 3.2314
C 0.0536 0.8492 1.9488
N 0.5289 -0.3395 1.4008
C 1.1219 -1.3983 2.0655
C 1.5237 -1.4587 3.3864
C 2.0900 -2.6358 3.9020
C 2.2578 -3.7467 3.1192
C 1.8926 -3.7159 1.7523
C 2.0647 -4.8025 0.8651
C 1.7052 -4.6711 -0.4472
C 1.1903 -3.4468 -0.8955
N 1.0295 -2.4158 -0.0905
C 1.3529 -2.5328 1.2309
H 0.1506 4.6992 -1.6025
H 0.7522 2.3538 -2.1631
H -0.5967 5.2430 0.7071
H -1.0969 4.3958 3.0566
H -1.1694 2.5120 4.6300
H -0.4599 0.2504 3.9296
H 1.4357 -0.5867 4.0157
H 2.4057 -2.6579 4.9358
H 2.6923 -4.6493 3.5282
H 2.4852 -5.7296 1.2333
H 1.8244 -5.4806 -1.1521
H 0.9166 -3.2982 -1.9335
C -4.7827 1.6617 -0.3529
C -3.5858 1.2178 -1.1437
C -3.3079 1.7497 -2.3978
C -2.2073 1.3353 -3.1361
C -1.3694 0.3590 -2.6266
C -1.6389 -0.1933 -1.3743
C -2.7277 0.2406 -0.6381
S 0.0314 -0.0922 -3.6145
O -0.2441 -1.2947 -4.3394
O 0.4603 1.0786 -4.3267
N 1.0962 -0.4492 -2.4170
C 2.4762 -0.7625 -2.7517
C 3.3071 -0.7446 -1.4602
O 4.4531 -1.0984 -1.4650
O 2.6609 -0.3079 -0.3862
H -5.2248 2.5618 -0.7753
H -4.5155 1.8622 0.6851
H -5.5469 0.8827 -0.3498
H -3.9587 2.5126 -2.8064
H -1.9847 1.7828 -4.0960
H -1.1038 -1.0872 -0.9675
H -2.9161 -0.1899 0.3386
H 2.8865 -0.0236 -3.4452
H 2.5817 -1.7428 -3.2236
*
```

For the LUMO energy (spin up / spin down), the calculation gives -0.2054 / -0.2042 Eh. The max |F| is 0.01866 Eh/bohr. For the energy above the lowest of the compared OMol25 structures with the same formula, charge and spin, the calculation gives 0.0000 eV.

[4]
C3H17CdO7 as an isolated structure in a non-equilibrium geometry, computed with ωB97M-V/def2-TZVPD.

```
! RIJCOSX wB97M-V def2-TZVPD def2/J DEFGRID3
* xyz -1 1
Cd -9.6123 18.1311 11.0093
C -12.0269 19.1055 8.9924
O -11.2528 19.3334 10.1077
H -12.7775 19.8950 8.7834
H -11.4154 18.9681 8.0741
H -12.6469 18.1947 9.1455
C -11.0127 15.3689 11.8953
O -10.5425 16.5963 12.3371
H -10.3444 14.5604 12.2630
H -12.0639 15.1770 12.1641
H -10.9381 15.3113 10.7841
C -8.3076 20.1661 13.1510
O -9.2682 19.2723 12.8263
H -7.3723 20.0573 12.5454
H -8.6530 21.2272 13.1034
H -7.9749 20.0448 14.2126
O -8.2811 19.5547 9.8153
H -8.4995 20.4890 9.8978
H -8.1558 19.3995 8.8754
O -7.5706 17.0721 11.4028
H -6.7125 16.8453 11.0370
H -7.7152 16.4891 12.1577
O -9.6477 16.5732 9.2092
H -9.2284 16.9827 8.4472
H -9.8715 15.6819 8.9299
O -12.2774 19.3680 12.6955
H -13.2218 19.5302 12.7577
H -12.0421 19.5014 11.7496
*
```

For the LUMO energy, the calculation gives 0.0823 Eh. The max |F| is 0.06131 Eh/bohr. For the energy above the lowest of the compared OMol25 structures with the same formula, charge and spin, the calculation gives 0.1125 eV.

[5]
C6H7N3 as an isolated structure in a non-equilibrium geometry, computed with ωB97M-V/def2-TZVPD.

```
! RIJCOSX wB97M-V def2-TZVPD def2/J DEFGRID3
* xyz 0 1
C 2.1374 0.3850 -0.4559
C -1.3229 0.8417 -0.0885
C -2.6392 0.9559 -0.0572
C -0.4163 0.0209 -1.0187
C 1.0278 0.0038 0.3100
C 1.3051 -1.4328 0.7556
N 3.0603 0.7133 -1.0817
N -0.6661 1.2512 1.1284
N 0.4575 0.8063 1.3143
H -3.0137 1.5257 0.7964
H -3.2607 0.6859 -0.8538
H -0.7817 -0.9081 -1.1478
H 0.0479 0.6056 -1.8441
H 0.4884 -2.1727 0.4476
H 1.5634 -1.4137 1.7974
H 2.0129 -1.8682 -0.0019
*
```

For the LUMO energy, the calculation gives -0.0085 Eh. The max |F| is 0.13078 Eh/bohr. For the energy above the lowest of the compared OMol25 structures with the same formula, charge and spin, the calculation gives 3.8576 eV.